Arrangement P

Formula: C5H9N2S
Source: OMol25
Level of theory: ωB97M-V with the def2-TZVPD basis set

```
! RIJCOSX wB97M-V def2-TZVPD def2/J DEFGRID3
* xyz 1 3
C 3.46 1.29 0.15
C 2.08 -0.76 -0.01
C -0.95 -0.24 0.97
C -2.19 -0.92 0.69
C -1.47 1.10 -1.22
N 2.65 0.45 0.22
N 0.95 -0.72 -0.68
S -2.11 0.91 0.52
H 3.69 2.07 0.88
H 2.72 -1.65 0.46
H -0.50 -0.41 1.95
H -2.30 -1.43 -0.24
H -2.82 -1.38 1.40
H -0.80 1.89 -1.27
H -0.69 0.35 -1.29
H -2.38 1.14 -1.81
H 0.67 -1.69 -0.71
*
```

Computed properties:
Highest occupied orbital energy (spin up / spin down), eV: -10.698 / -14.382
HOMO-LUMO gap (spin up / spin down), eV: 7.264 / 8.749
<S²>: 2.018

Arrangement Q

Formula: C5H9N2S
Source: OMol25
Level of theory: ωB97M-V with the def2-TZVPD basis set

```
! RIJCOSX wB97M-V def2-TZVPD def2/J DEFGRID3
* xyz 1 3
C -1.69 -0.27 0.04
C 2.03 -1.12 1.48
C 1.51 -0.32 0.59
C 0.89 0.70 -0.05
C 1.52 1.65 -1.06
N -1.20 -0.99 -0.89
N -2.87 -0.42 0.60
S -0.75 0.99 0.72
H 2.64 -0.68 2.25
H 1.91 -2.15 1.48
H -0.15 -0.84 -1.01
H 2.49 1.88 -0.67
H 1.15 2.72 -1.18
H 1.28 1.23 -2.03
H -1.80 -1.66 -1.41
H -3.60 -1.14 0.23
H -3.36 0.42 0.90
*
```

Computed properties:
Highest occupied orbital energy (spin up / spin down), eV: -8.743 / -13.503
HOMO-LUMO gap (spin up / spin down), eV: 5.169 / 5.437
<S²>: 2.015

Which of them is the least stable? Correct choice: arrangement P.

Arrangement P

Formula: C21H23N3O13PS2TcTe
Source: OMol25
Level of theory: ωB97M-V with the def2-TZVPD basis set

```
! RIJCOSX wB97M-V def2-TZVPD def2/J DEFGRID3
* xyz -1 4
Tc 0.50 0.18 0.14
O 1.90 3.97 -1.21
S 1.08 2.80 -1.40
O 1.58 1.85 -2.36
O 0.80 2.18 -0.05
C -0.46 3.40 -2.11
C -0.35 4.58 -2.84
C -1.45 5.08 -3.51
C -2.67 4.42 -3.44
C -2.78 3.24 -2.71
C -1.67 2.73 -2.07
S -1.82 1.23 -1.11
O -3.11 0.67 -1.46
O -0.66 0.40 -1.57
O -1.69 1.67 0.27
H 0.61 5.07 -2.87
H -1.37 5.99 -4.09
H -3.53 4.82 -3.95
H -3.71 2.69 -2.65
O 7.27 -0.64 -1.44
C 6.38 -1.38 -1.88
O 6.40 -2.42 -2.57
C 4.94 -0.96 -1.42
C 4.67 0.34 -1.02
C 3.41 0.69 -0.59
N 2.41 -0.20 -0.51
C 2.67 -1.47 -0.88
C 3.90 -1.88 -1.36
C 1.58 -2.44 -0.57
O 1.67 -3.63 -0.75
O 0.55 -1.86 0.02
H 5.47 1.07 -1.04
H 3.20 1.69 -0.26
H 4.04 -2.91 -1.66
C -1.86 -3.41 -2.55
C -2.65 -2.65 -1.51
O -2.32 -3.17 -0.21
P -1.98 -2.29 1.06
O -1.70 -0.85 0.77
Te -0.47 -3.63 2.32
O -3.31 -2.36 1.98
C -4.31 -1.33 1.82
C -4.03 -0.14 2.73
H -2.24 -3.17 -3.55
H -1.95 -4.48 -2.37
H -0.80 -3.13 -2.50
H -3.72 -2.79 -1.66
H -2.44 -1.58 -1.55
H -5.25 -1.81 2.09
H -4.35 -1.00 0.79
H -3.87 -0.48 3.75
H -4.88 0.54 2.71
H -3.15 0.39 2.36
C 0.57 -0.72 5.49
N 1.12 -0.29 4.22
C 2.45 -0.11 3.92
C 2.51 0.14 2.58
N 1.24 0.09 2.07
C 0.43 -0.17 3.08
H 1.18 -0.33 6.30
H 0.57 -1.81 5.54
H -0.45 -0.36 5.58
H 3.22 -0.17 4.67
H 3.37 0.35 1.96
H -0.64 -0.22 3.00
*
```

Computed properties:
Highest occupied orbital energy (spin up / spin down), eV: -5.430 / -5.428
HOMO-LUMO gap (spin up / spin down), eV: 7.016 / 4.969
<S²>: 3.761

Arrangement Q

Formula: C21H23N3O13PS2TcTe
Source: OMol25
Level of theory: ωB97M-V with the def2-TZVPD basis set

```
! RIJCOSX wB97M-V def2-TZVPD def2/J DEFGRID3
* xyz -1 4
Tc 0.63 -0.04 -0.57
O -1.67 -3.19 -1.39
S -0.43 -2.55 -1.09
O 0.03 -1.52 -2.06
O -0.36 -1.87 0.24
C 0.78 -3.86 -1.04
C 0.25 -5.14 -0.88
C 1.08 -6.25 -0.81
C 2.45 -6.09 -0.89
C 2.99 -4.82 -1.05
C 2.17 -3.71 -1.12
S 3.01 -2.13 -1.29
O 4.36 -2.34 -0.84
O 2.83 -1.67 -2.64
O 2.26 -1.30 -0.29
H -0.82 -5.25 -0.84
H 0.64 -7.23 -0.68
H 3.10 -6.95 -0.84
H 4.06 -4.68 -1.10
O 4.64 4.94 -3.49
C 3.40 4.94 -3.51
O 2.59 5.85 -3.75
C 2.76 3.68 -2.87
C 3.54 2.59 -2.51
C 2.96 1.49 -1.89
N 1.66 1.45 -1.62
C 0.88 2.50 -1.98
C 1.39 3.61 -2.61
C -0.55 2.38 -1.54
O -1.38 3.22 -1.76
O -0.77 1.30 -0.82
H 4.60 2.63 -2.70
H 3.55 0.64 -1.59
H 0.75 4.44 -2.88
C -2.26 2.46 2.01
C -2.59 1.09 2.55
O -2.25 0.09 1.58
P -3.24 -0.74 0.66
O -2.97 -0.63 -0.77
Te -3.18 -3.02 1.54
O -4.71 -0.26 1.08
C -5.52 0.45 0.11
C -6.26 -0.51 -0.78
H -2.46 3.22 2.77
H -2.84 2.68 1.12
H -1.21 2.50 1.73
H -3.65 1.00 2.81
H -2.01 0.85 3.44
H -4.88 1.12 -0.47
H -6.20 1.06 0.71
H -5.55 -1.08 -1.39
H -6.92 0.04 -1.45
H -6.86 -1.21 -0.19
C 1.57 0.86 4.75
N 1.48 1.19 3.34
C 1.80 2.39 2.76
C 1.62 2.23 1.42
N 1.19 0.94 1.19
C 1.11 0.35 2.36
H 1.45 1.78 5.33
H 2.53 0.41 4.99
H 0.77 0.18 5.02
H 2.13 3.24 3.34
H 1.76 2.93 0.62
H 0.79 -0.67 2.52
*
```

Computed properties:
Highest occupied orbital energy (spin up / spin down), eV: -5.437 / -5.436
HOMO-LUMO gap (spin up / spin down), eV: 7.053 / 5.317
<S²>: 3.761

Which of them is the least stable? Correct choice: arrangement P.

Arrangement P

Formula: CH6SSi
Source: OMol25
Level of theory: ωB97M-V with the def2-TZVPD basis set

```
! RIJCOSX wB97M-V def2-TZVPD def2/J DEFGRID3
* xyz 0 1
C -0.86 -1.01 0.52
Si 0.30 0.58 0.45
S 0.65 1.55 -2.07
H -1.02 -1.19 1.55
H -1.82 -0.98 0.01
H -0.24 -1.86 0.16
H 1.72 0.75 0.80
H -0.30 1.62 1.12
H 1.56 0.53 -2.55
*
```

Computed properties:
Highest occupied orbital energy, eV: -8.702
HOMO-LUMO gap, eV: 8.856

Arrangement Q

Formula: CH6SSi
Source: OMol25
Level of theory: ωB97M-V with the def2-TZVPD basis set

```
! RIJCOSX wB97M-V def2-TZVPD def2/J DEFGRID3
* xyz 0 1
C 0.31 -1.08 0.25
Si -0.76 0.43 -0.13
S 0.11 1.65 -1.63
H 0.18 -1.68 -0.71
H 1.38 -1.03 0.36
H 0.06 -1.71 1.05
H -0.45 1.98 2.32
H -2.16 0.31 -0.48
H 1.32 1.13 -1.03
*
```

Computed properties:
Highest occupied orbital energy (spin up / spin down), eV: -9.302 / -7.345
HOMO-LUMO gap (spin up / spin down), eV: 9.023 / 7.020

Which of them is the least stable? Correct choice: arrangement Q.

Arrangement P

Formula: C6H7NS
Source: OMol25
Level of theory: ωB97M-V with the def2-TZVPD basis set

```
! RIJCOSX wB97M-V def2-TZVPD def2/J DEFGRID3
* xyz 0 1
C 2.77 0.33 -0.14
C 1.38 -0.08 0.10
C 0.25 0.65 0.08
C -0.12 2.12 0.06
C -0.77 -0.34 0.10
C 0.01 -1.62 0.03
H 3.27 -0.43 -0.83
H 2.78 1.40 -0.46
H 3.50 0.34 0.67
H -0.76 2.48 -0.80
H 0.82 2.61 -0.12
H -0.63 2.37 1.00
H -0.59 -2.62 -0.15
N 1.30 -1.53 0.08
S -2.41 -0.11 -0.08
*
```

Computed properties:
SMILES string: CC1=C(C)C(=S)C=N1
Highest occupied orbital energy, eV: -9.104
HOMO-LUMO gap, eV: 7.266

Arrangement Q

Formula: C6H7NS
Source: OMol25
Level of theory: ωB97M-V with the def2-TZVPD basis set

```
! RIJCOSX wB97M-V def2-TZVPD def2/J DEFGRID3
* xyz 0 1
C -0.62 -2.22 -0.28
C -1.68 0.47 -0.63
C 0.59 0.94 1.13
C 1.02 1.27 -0.17
C 0.21 0.04 0.11
C 0.55 -1.39 -0.20
N -1.54 -2.87 -0.39
S -2.57 1.50 0.12
H -1.83 0.03 -1.56
H 1.25 0.86 1.99
H -0.27 1.65 1.62
H 0.57 1.94 -0.78
H 2.03 1.11 -0.39
H 1.18 -1.83 0.51
H 1.11 -1.48 -1.09
*
```

Computed properties:
Highest occupied orbital energy, eV: -8.612
HOMO-LUMO gap, eV: 8.368

Which of them is the least stable? Correct choice: arrangement Q.